# 1
The following is a DFT calculation (wB97M-V/def2-TZVPD) of a structure of composition C29H44BrClN2O3PS3Ta.

net charge	+1
expectation value of S²	0.755
highest occupied orbital energy (alpha / beta)	-9.91 / -10.23	eV
Kohn-Sham gap (alpha / beta)	7.13 / 7.59	eV
E_tot	-6093.80887	Ha
multiplicity	2

Cartesian coordinates (Å):
Ta -0.5593 0.4764 -1.1014
C 3.4126 -0.6020 -5.5066
C 2.5399 0.6273 -5.3535
O 2.3724 0.8631 -3.9392
P 1.1792 1.6414 -3.2812
S 1.6626 1.7724 -1.3409
S -0.6190 0.7535 -3.5963
O 1.1820 3.0303 -4.0466
C 0.0770 3.9502 -4.0387
C -0.1517 4.4382 -5.4547
H 3.5824 -0.7956 -6.5613
H 2.9328 -1.4696 -5.0591
H 4.3698 -0.4395 -5.0192
H 1.5576 0.4809 -5.8161
H 3.0132 1.5110 -5.7899
H 0.3358 4.7738 -3.3690
H -0.8226 3.4474 -3.6619
H 0.7426 4.9251 -5.8317
H -0.9726 5.1478 -5.4606
H -0.4015 3.6060 -6.1087
C 0.7457 2.4451 6.6897
C -0.0520 3.1825 5.6087
C -1.5194 3.2645 6.0559
C 0.5181 4.5997 5.4583
C -0.0199 2.4652 4.2702
C -0.6482 3.0342 3.1629
C -0.6810 2.3299 1.9839
Br -1.4477 3.0685 0.3874
C -0.1313 1.0477 1.8284
O -0.2871 0.4621 0.6587
C 0.5908 0.5111 2.9154
C 0.6035 1.2328 4.0992
C 1.3123 -0.8209 2.7610
C 2.1716 -1.1793 3.9794
C 2.2580 -0.7385 1.5528
C 0.2497 -1.9099 2.5599
H 0.6919 3.0016 7.6222
H 1.7948 2.3560 6.4180
H 0.3382 1.4544 6.8759
H -1.5906 3.7740 7.0124
H -1.9390 2.2670 6.1658
H -2.1187 3.8114 5.3345
H 0.5225 5.0967 6.4246
H -0.0797 5.1978 4.7774
H 1.5386 4.5650 5.0840
H -1.1130 4.0051 3.2131
H 1.1357 0.8096 4.9294
H 2.9030 -0.3993 4.1805
H 2.7152 -2.0976 3.7667
H 1.5726 -1.3508 4.8702
H 2.9755 0.0681 1.6925
H 1.7186 -0.5598 0.6265
H 2.8053 -1.6711 1.4472
H -0.4005 -1.9537 3.4313
H 0.7222 -2.8789 2.4282
H -0.3598 -1.7001 1.6814
S -3.1698 0.1721 -1.1114
C -3.6442 -1.2212 -1.9909
N -3.3284 -1.3798 -3.2670
C -3.7270 -2.5375 -4.0458
C -3.9012 -3.7354 -3.1176
C -4.8456 -3.3504 -1.9838
N -4.3658 -2.1343 -1.3581
H -2.8132 -0.6424 -3.7265
H -2.9520 -2.7368 -4.7868
H -4.6674 -2.3281 -4.5657
H -2.9332 -4.0285 -2.7110
H -4.3086 -4.5791 -3.6690
H -4.8832 -4.1297 -1.2227
H -5.8563 -3.1908 -2.3703
H -4.6098 -1.9297 -0.4004
Cl 3.9527 -5.5034 -0.0443
C 2.6503 -4.4168 -0.3808
C 1.3999 -4.6560 0.1672
C 0.3572 -3.8000 -0.1294
C 0.5358 -2.6960 -0.9654
C -0.6247 -1.8538 -1.3367
C 1.8067 -2.4706 -1.4947
C 2.8572 -3.3197 -1.2061
H 1.2461 -5.5073 0.8118
H -0.6226 -4.0001 0.2802
H -1.5051 -2.2384 -0.8169
H -0.7888 -1.9493 -2.4130
H 1.9737 -1.6198 -2.1447
H 3.8385 -3.1456 -1.6165

=====

# 2
The following is a DFT calculation (wB97M-V/def2-TZVPD) of a structure of composition C29H44Cl2GeIrN3O4SeSi.

net charge	+1
expectation value of S²	0.769
highest occupied orbital energy (alpha / beta)	-10.68 / -10.71	eV
Kohn-Sham gap (alpha / beta)	6.42 / 5.92	eV
E_tot	-7389.03163	Ha
multiplicity	2

Cartesian coordinates (Å):
Ir -0.2975 -0.1198 0.0926
Cl -4.5473 -4.5568 4.0751
C -3.8800 -3.3207 3.0845
C -4.4431 -2.0434 3.1278
C -3.8756 -1.0452 2.3503
Cl -4.5396 0.5433 2.3945
C -2.7646 -1.2710 1.5134
O -2.2819 -0.2925 0.8093
C -2.2357 -2.6257 1.4363
C -1.2411 -2.9726 0.5079
O -0.6438 -2.2123 -0.3376
C -2.8110 -3.6143 2.2636
H -5.2958 -1.8337 3.7492
H -0.9541 -4.0286 0.4720
H -2.4149 -4.6158 2.2488
C 4.7323 -1.1102 1.5930
C 3.8998 -1.8863 0.5846
N 2.4964 -1.7246 0.8925
C 2.0273 -1.1976 2.0355
N 0.7837 -0.7603 2.0660
C 0.1682 -0.4627 3.3404
C 0.8583 -1.1997 4.4805
C 2.3347 -0.8439 4.4274
N 2.8444 -1.1633 3.1111
C 4.2509 -1.4787 2.9879
H 4.5930 -0.0377 1.4413
H 5.7867 -1.3528 1.4811
H 4.1580 -2.9498 0.6231
H 4.0913 -1.5276 -0.4290
H 1.8492 -1.7230 0.1171
H -0.8878 -0.7407 3.2855
H 0.2207 0.6146 3.5385
H 0.7366 -2.2772 4.3553
H 0.4298 -0.8975 5.4330
H 2.8938 -1.4211 5.1679
H 2.4852 0.2215 4.6462
H 4.4194 -2.5441 3.1850
H 4.7951 -0.9052 3.7418
C -3.2912 -0.3062 -6.5893
Ge -2.1659 -0.4357 -4.9580
C -1.7977 -2.3237 -4.4592
C -0.4844 0.6044 -5.0701
C -3.3012 0.5136 -3.5447
Se -2.8812 0.0976 -1.7047
C -3.8414 -1.5857 -1.6037
H -2.7704 -0.7100 -7.4519
H -3.5395 0.7311 -6.7932
H -4.2143 -0.8636 -6.4565
H -1.0563 -2.7243 -5.1468
H -2.6880 -2.9437 -4.5430
H -1.3992 -2.4050 -3.4501
H 0.1914 0.1550 -5.7917
H 0.0087 0.6349 -4.1038
H -0.6851 1.6243 -5.3844
H -4.3589 0.3213 -3.7143
H -3.1206 1.5814 -3.6660
H -3.8697 -2.0376 -2.5900
H -4.8492 -1.3896 -1.2452
H -3.3304 -2.2385 -0.9036
C 2.7840 0.8854 -2.9124
C 1.6658 0.9088 -1.8959
O 0.9189 1.9052 -1.8318
O 1.5288 -0.0973 -1.1579
H 2.8144 1.8196 -3.4627
H 2.6216 0.0522 -3.5940
H 3.7337 0.7299 -2.4048
C -1.2116 3.4978 -1.1330
Si -0.1630 2.3796 0.0182
C -1.2915 2.4863 1.6258
C 1.5130 3.0732 0.6534
C 2.0955 2.5893 1.8235
C 3.2000 3.2064 2.3849
C 3.7607 4.3130 1.7695
C 3.2208 4.7776 0.5811
C 2.1128 4.1611 0.0256
H -1.1506 4.5222 -0.7773
H -2.2586 3.2049 -1.0874
H -0.8901 3.4774 -2.1679
H -1.4742 3.5460 1.7701
H -0.8258 2.1052 2.5234
H -2.2483 1.9954 1.5025
H 1.6667 1.7219 2.3015
H 3.6108 2.8392 3.3143
H 4.6143 4.8056 2.2106
H 3.6602 5.6350 0.0929
H 1.6949 4.5361 -0.8951

=====

# 3
The following is a DFT calculation (wB97M-V/def2-TZVPD) of a structure of composition C29H44GeN2O9Sc.

expectation value of S²	0.758
highest occupied orbital energy (alpha / beta)	-8.05 / -8.07	eV
Kohn-Sham gap (alpha / beta)	7.74 / 6.39	eV
E_tot	-4755.97840	Ha
multiplicity	2

Cartesian coordinates (Å):
Sc 0.0980 -0.3707 0.2458
O 2.1665 -3.4038 2.5518
C 1.8547 -4.5131 1.8637
C 2.0096 -5.7372 2.5196
C 1.6904 -6.9128 1.8775
C 1.2057 -6.9070 0.5675
C 1.0531 -5.7051 -0.0823
C 1.3795 -4.4921 0.5422
C 1.1943 -3.2275 -0.1728
O 1.5541 -2.1202 0.3256
N 0.5127 -3.2940 -1.3410
N 0.5654 -2.2332 -2.0529
C 0.4601 -1.8765 -3.2658
C 0.7037 -0.5094 -3.6535
C 0.6823 -0.1577 -5.0092
C 1.1809 1.0554 -5.4276
C 1.7672 1.9046 -4.4840
C 1.8040 1.5762 -3.1460
C 1.2063 0.3915 -2.6781
O 1.1935 0.0867 -1.4133
H 2.0373 -2.6434 1.9552
H 2.3808 -5.7260 3.5364
H 1.8161 -7.8532 2.4009
H 0.9438 -7.8337 0.0752
H 0.6593 -5.6759 -1.0901
H 0.3097 -2.6565 -4.0140
H 0.2925 -0.8681 -5.7309
H 1.1647 1.3249 -6.4747
H 2.2118 2.8380 -4.8105
H 2.2843 2.2203 -2.4222
C -1.8000 4.2804 0.2651
C -1.0197 3.3404 -0.6540
C 0.1303 4.1183 -1.2818
C -1.9562 2.8322 -1.7439
O -0.4809 2.2038 0.0488
Ge -0.3285 2.2063 1.9153
O -1.5147 0.7768 1.8906
C -2.5272 0.6398 2.9053
C -3.7114 1.5132 2.5043
C -2.9675 -0.8119 2.9969
C -1.9902 1.0666 4.2708
O 1.0697 0.7957 1.6102
C 2.4660 1.0579 1.9503
C 3.1810 1.5939 0.7180
C 3.0849 -0.2527 2.4102
C 2.5543 2.0731 3.0834
H -2.2381 5.0781 -0.3394
H -2.6209 3.7644 0.7710
H -1.1638 4.7488 1.0177
H -0.2344 5.0324 -1.7583
H 0.8585 4.3973 -0.5157
H 0.6261 3.5164 -2.0368
H -2.3381 3.6647 -2.3379
H -1.4336 2.1425 -2.4118
H -2.8249 2.3280 -1.3039
H -4.0783 1.2144 1.5190
H -4.5312 1.4203 3.2209
H -3.4212 2.5665 2.4643
H -3.3230 -1.1771 2.0356
H -2.1434 -1.4428 3.3276
H -3.7812 -0.8965 3.7214
H -1.7593 2.1329 4.3134
H -2.7353 0.8592 5.0426
H -1.0857 0.5025 4.5134
H 3.1252 0.8838 -0.1047
H 2.7221 2.5308 0.3904
H 4.2322 1.7845 0.9483
H 3.2267 -0.9298 1.5684
H 4.0659 -0.0722 2.8542
H 2.4536 -0.7281 3.1630
H 2.1724 3.0530 2.7960
H 2.0088 1.7347 3.9673
H 3.6042 2.1945 3.3585
C -3.9976 -1.0105 -1.0036
C -2.6786 -0.9874 -1.7313
O -1.7028 -0.1674 -1.0653
H -4.7090 -1.6248 -1.5600
H -4.4237 -0.0052 -0.9250
H -3.8750 -1.4486 -0.0178
H -2.7923 -0.6064 -2.7490
H -2.2448 -1.9842 -1.7678
H -2.0839 0.6379 -0.6976
O -2.3425 -3.4604 0.3503
C -1.5579 -3.0057 1.1632
O -0.9411 -1.8678 1.0753
H -1.3123 -3.5661 2.0839